This record from OMol25 describes a molecular structure, C18H36AlBr2Cl3CsF4N2NaO11PS at a distorted geometry. The level of theory is ωB97M-V with the def2-TZVPD basis set.

Each line ends with the Löwdin charge.
CARTESIAN COORDINATES (ANGSTROEM)
Cs: 1.16536 -4.36421 -6.00257  1.253
Br: -4.90366 1.32217 7.63115  0.781
Br: -1.36496 1.02107 6.61827  0.605
Cl: 0.56039 -2.54187 -4.80400  0.118
Cl: -1.32716 -0.72363 -6.07476  0.647
Cl: 1.41560 -0.88491 -7.04162  0.625
S: 4.42889 1.45255 -9.74157  0.618
P: 0.73545 -1.61618 1.32582  1.099
Al: -3.57511 1.59028 2.81205  0.102
Na: 0.72367 -2.00948 6.23491  0.600
F: -4.40124 2.61488 1.58278  -0.255
F: -2.41896 2.59891 3.75524  -0.264
F: -4.80106 0.88240 3.92535  -0.247
F: -2.67923 0.26489 1.98479  -0.250
O: -3.49310 -2.43759 2.75642  -0.066
O: -10.12971 1.64403 7.44386  0.004
O: 2.99464 -0.58696 0.11472  -0.033
O: 2.37133 -2.26224 1.27793  -0.321
O: -8.01563 0.95890 7.97431  -0.087
O: 4.35229 0.19087 -10.44622  -0.292
O: -1.18062 0.79207 -0.65716  0.028
O: -8.32575 2.86041 7.08034  0.060
O: -3.29641 -1.86751 6.40028  -0.114
O: 3.63080 1.72571 -8.56482  -0.313
O: 4.22471 2.66869 -10.80621  -0.260
N: 0.58053 0.72462 -2.04764  0.003
N: 3.01290 -1.80770 0.16128  -0.095
C: 1.78960 -2.98665 4.36175  -0.245
C: -8.88527 1.74509 7.52757  -0.865
C: -2.41035 2.61133 7.04589  -0.647
C: 0.06714 -1.78693 -6.32933  -1.566
C: 2.40713 -1.46717 4.39802  -0.079
C: -1.62957 1.31781 -2.94980  0.001
C: -0.34657 -2.32139 2.73257  -0.294
C: 4.12799 -3.83082 5.91220  -0.018
C: -0.74512 0.92860 -1.79872  -0.532
C: 3.07090 2.66253 -11.63418  -0.273
C: 2.67955 -4.15739 5.14294  0.003
C: 3.84467 -1.08842 5.13592  -0.004
C: 6.12981 1.78139 -9.35255  -0.118
C: 1.84281 3.12984 -10.87582  -0.075
C: 1.28122 0.83314 -3.30488  -0.083
C: 0.37895 -3.45430 3.66958  -0.202
C: -3.34992 2.35409 8.20093  -0.670
C: 4.71325 -2.29831 5.89035  -0.026
H: 2.06668 1.58448 -3.19110  0.095
H: -1.62257 0.53251 -3.71067  0.023
H: 0.13864 -1.71295 0.01826  0.051
H: -0.82481 -1.44465 3.38148  0.138
H: 0.99264 3.25079 -11.55314  0.084
H: -1.29325 2.26618 -3.37756  0.098
H: -3.67328 -2.53969 5.81279  0.031
H: -2.88538 1.80371 9.02385  0.049
H: -0.22485 -2.57692 -7.02596  -0.040
H: -3.75772 3.29417 8.58299  0.066
H: -3.27754 -1.57354 2.37439  0.001
H: 4.68160 -4.72676 6.45205  0.109
H: 0.89838 -0.18511 1.61723  0.075
H: 4.27087 0.02475 5.12125  0.118
H: -3.66810 -1.03499 6.07201  -0.015
H: -7.43406 2.53592 7.32011  0.039
H: 0.62265 1.11614 -4.12704  0.072
H: 1.55991 2.40812 -10.10367  0.064
H: -0.37588 -3.67266 4.56833  0.142
H: 5.75491 -2.05052 6.40237  0.110
H: -2.65621 1.44447 -2.59405  0.103
H: 2.25389 -5.25369 5.13711  0.107
H: -1.26795 -2.86733 2.20676  0.111
H: 1.74010 -0.13488 -3.52146  0.049
H: 6.21781 2.80722 -8.98942  0.079
H: -3.74036 -2.97697 1.99031  0.047
H: 3.26577 3.35516 -12.45970  0.129
H: 6.43969 1.08278 -8.57240  0.076
H: 2.03622 4.08245 -10.37247  0.089
H: -1.67227 3.37346 7.31125  0.062
H: 1.10921 0.46574 -1.22266  0.097
H: -2.92317 2.91242 6.12805  0.050
H: 6.73296 1.63286 -10.24996  0.079
H: 1.83532 -0.58960 3.86066  0.094
H: 2.91187 1.67252 -12.07446  0.117
H: 0.51810 -4.48817 3.09909  0.147

Properties
spin multiplicity = 1
net charge = +1
HOMO-LUMO gap = 0.039 Eh

This record from OMol25 describes a single C5H7N molecule at a distorted geometry. The level of theory is ωB97M-V with the def2-TZVPD basis set.

Each line ends with the Löwdin charge.
CARTESIAN COORDINATES (ANGSTROEM)
N: -1.02147 0.38222 0.44944  -0.063
C: 0.88408 0.01637 -1.00431  -0.232
C: -0.52346 0.63400 -0.91985  -0.194
C: -0.70344 -0.89370 1.00490  -0.091
C: 0.25783 0.27525 1.22151  -0.304
C: 1.46347 0.18172 0.40652  0.101
H: 1.48164 0.50419 -1.78521  0.102
H: -0.39227 -1.73731 0.38946  0.111
H: -1.26380 0.41315 -1.70012  0.114
H: 0.95678 -1.06781 -1.23682  0.112
H: 0.26487 0.73092 2.20778  0.119
H: -1.28764 -1.17178 1.88274  0.112
H: -0.32834 1.70801 -0.91341  0.113

Properties
relative energy (zero: lowest compared OMol25 entry of this formula, charge and spin) = 106.7 kcal/mol
spin multiplicity = 1
net charge = 0
HOMO-LUMO gap = 0.315 Eh

This record from OMol25 describes 3 unconnected molecules or ions with the total composition C38H55F3N5O11S at a distorted geometry. The level of theory is ωB97M-V with the def2-TZVPD basis set.

Each line ends with the Löwdin charge.
CARTESIAN COORDINATES (ANGSTROEM)
S: 3.61026 -2.11824 -1.38750  0.820
F: 4.46633 -4.35793 -2.14515  0.175
F: 2.41158 -4.53072 -1.52823  0.142
F: 3.96696 -4.40670 -0.02773  0.153
O: 2.97036 -1.86560 -2.63813  -0.222
O: 1.86314 2.22354 0.16933  -0.157
O: 1.92488 -0.13934 -4.49051  0.186
O: 0.27547 -9.70890 1.65179  0.134
O: -4.34354 3.40771 -0.19318  0.064
O: -1.23199 -5.82069 -1.60719  0.071
O: 4.98865 -1.78966 -1.19942  -0.230
O: -5.45621 7.42000 -3.45949  0.133
O: 3.73050 2.88821 -4.61124  0.188
O: 3.42011 1.06301 -3.35834  0.081
O: -2.59409 1.70273 4.54346  0.095
N: -1.90650 -3.18052 0.26798  0.032
N: -1.22825 -0.62661 -1.43310  0.032
N: -3.78494 0.49229 2.98250  -0.121
N: 1.00199 0.10837 -1.29913  0.062
N: 0.51933 -2.15651 -1.07582  0.136
C: 2.16478 0.55070 -3.55077  -0.438
C: 3.58886 -3.98439 -1.23263  -0.661
C: -0.88538 -6.71511 -0.85701  -0.382
C: -3.60927 1.57769 3.89317  -0.488
C: -6.05102 5.28209 -2.67486  0.034
C: 2.63498 -1.41011 -0.02859  -0.370
C: -0.07118 -8.82375 0.90752  -0.376
C: 3.40165 -1.56229 1.30378  -0.134
C: -3.75713 5.54776 -0.97488  0.021
C: 1.34250 -2.20945 0.16257  -0.103
C: 0.02862 4.57748 1.34873  -0.097
C: 0.66412 -7.52980 0.85827  0.039
C: 0.27939 -6.55249 0.04300  0.013
C: 1.93560 0.94500 0.77237  -0.140
C: -4.78139 2.49715 3.98898  0.017
C: 1.05777 0.88574 -2.55598  -0.014
C: 2.17343 3.33973 0.99191  -0.217
C: 3.64888 2.44353 -3.50996  -0.459
C: 3.84927 3.20901 -2.26087  0.037
C: -1.23998 -8.98115 0.00178  0.036
C: -3.46990 0.89333 1.59811  -0.162
C: -1.62533 1.52197 -0.07039  -0.133
C: -5.20407 6.50494 -2.71324  -0.377
C: -1.73490 0.76462 -1.42097  -0.085
C: -5.77107 4.27520 -1.85214  0.021
C: -1.99196 0.74892 1.19582  -0.165
C: 0.05269 -0.89505 -1.26547  -0.246
C: -3.12057 -0.70772 3.46674  -0.069
C: -1.61362 -8.00353 -0.81942  0.024
C: -2.85523 -2.34586 -0.49047  -0.222
C: 5.21560 0.33255 0.85996  -0.266
C: 1.12894 3.73998 2.00339  -0.209
C: -4.03314 6.55687 -1.79596  0.035
C: -4.60314 4.33215 -0.94379  -0.368
C: 6.70536 0.62346 1.07905  -0.079
C: 4.82825 -0.99912 1.48800  -0.182
C: 2.19531 0.02553 -0.42320  -0.171
C: -2.21189 -1.70218 -1.69530  -0.101
H: -0.19863 -2.86812 -1.02640  0.096
H: 1.50108 -3.23959 0.44887  0.120
H: 3.15202 3.18892 1.45625  0.124
H: -1.86246 -4.07818 -0.20242  0.047
H: -2.45747 -8.09616 -1.49088  0.125
H: -1.74633 -2.47567 -2.30363  0.137
H: -3.11892 -1.45330 2.68587  0.065
H: -3.66422 -1.11881 4.31147  0.096
H: -3.43250 7.45630 -1.83928  0.127
H: -5.67244 1.90768 4.17860  0.091
H: -2.99180 -1.27711 -2.31635  0.130
H: -3.68085 1.95008 1.49816  0.086
H: -1.42088 1.17523 2.02029  0.109
H: -4.91808 3.01814 3.04416  0.080
H: -0.63804 1.96386 0.00713  0.080
H: -4.13932 0.38938 0.90377  0.119
H: -3.29777 -1.61953 0.17131  0.087
H: 1.02639 0.67440 1.31506  0.129
H: 1.04320 1.95046 -2.32639  0.134
H: -3.68641 -2.93914 -0.87671  0.127
H: 4.32060 2.60689 -1.49254  0.086
H: -2.08767 -0.54364 3.77213  0.084
H: -1.22290 1.34670 -2.17699  0.102
H: 0.79603 -1.70600 0.95702  0.135
H: -1.75663 -9.93088 0.05085  0.129
H: 1.52003 -7.44231 1.51552  0.127
H: -2.33864 -3.39985 1.15617  0.078
H: 3.46290 -2.63363 1.48124  0.113
H: 1.62888 4.34988 2.75326  0.117
H: -0.14209 4.26865 0.31922  0.062
H: 0.71102 2.89653 2.55066  0.106
H: 0.17065 0.66901 -3.13498  0.124
H: -2.91370 5.56287 -0.29534  0.115
H: -0.90492 4.48612 1.88499  0.068
H: -2.31893 2.35617 -0.16135  0.090
H: -2.77033 0.73213 -1.74003  0.128
H: 3.03326 0.49907 -0.92326  0.132
H: -1.68679 -0.29250 1.13307  0.084
H: -6.37380 3.37721 -1.80360  0.122
H: 2.88517 3.51212 -1.86478  0.079
H: 5.54278 -1.74054 1.14957  0.103
H: 2.28695 4.17858 0.30882  0.121
H: -6.89778 5.26730 -3.34891  0.128
H: 4.67075 1.16584 1.30173  0.089
H: 6.87540 1.04877 2.06381  0.077
H: 7.08909 1.29963 0.32297  0.074
H: 0.80574 -5.60941 -0.01633  0.091
H: -4.63039 3.20182 4.79679  0.088
H: 2.76017 -1.19057 2.09962  0.124
H: 5.03992 0.34647 -0.21006  0.083
H: 7.28415 -0.29440 1.01448  0.078
H: 2.77019 0.93212 1.46618  0.109
H: 0.29435 5.63059 1.35015  0.078
H: 4.44217 4.08538 -2.48888  0.104
H: 4.98799 -0.90284 2.56180  0.127

Properties
relative energy (zero: lowest compared OMol25 entry of this formula, charge and spin) = 0.0 kcal/mol
spin multiplicity = 1
net charge = +1
HOMO-LUMO gap = 0.277 Eh

This record from OMol25 describes 2 unconnected molecules or ions with the total composition C6H14NO at a distorted geometry. The level of theory is ωB97M-V with the def2-TZVPD basis set.

Each line ends with the Löwdin charge.
CARTESIAN COORDINATES (ANGSTROEM)
O: -1.69669 -3.08589 1.29248  -0.306
N: 1.18061 0.70467 -0.88866  -0.128
C: 0.31059 1.76278 -1.18342  -0.455
C: 0.64027 -0.58759 -1.09790  -0.342
C: -1.76908 -1.82451 0.87481  -0.504
C: 0.65868 -1.39294 0.21998  -0.229
C: 0.82019 3.13001 -0.69041  -0.156
C: -0.44772 -1.01499 1.15429  -0.148
H: 0.56372 -2.47732 0.08253  0.109
H: -0.56494 0.04948 1.35380  0.108
H: 0.02928 3.87426 -0.84662  0.048
H: 0.16442 1.97759 -2.26959  0.089
H: -0.17496 -1.63221 2.23239  0.019
H: -0.39043 -0.56605 -1.50120  0.094
H: -2.57936 -1.22440 1.36729  0.084
H: 1.63221 -1.19462 0.67542  0.100
H: -1.98985 -1.73694 -0.21863  0.113
H: 1.68900 3.46128 -1.26771  0.049
H: 0.24807 -1.89984 2.90851  0.212
H: 1.12039 3.15495 0.36079  0.050
H: -0.70685 1.63414 -0.71875  0.094
H: 1.26246 -1.11186 -1.83938  0.098

Properties
relative energy (zero: lowest compared OMol25 entry of this formula, charge and spin) = 147.1 kcal/mol
spin multiplicity = 1
net charge = -1
HOMO-LUMO gap = 0.161 Eh

Q: Which value of spin multiplicity does entry 2 give?
A: 1